{"formula": "C10H28BrFN3O6P", "method": "ωB97M-V/def2-TZVPD", "symbols": ["N", "C", "C", "P", "N", "C", "F", "Br", "C", "N", "H", "H", "H", "H", "C", "O", "H", "H", "H", "H", "C", "O", "H", "H", "H", "H", "C", "O", "H", "H", "H", "H", "C", "O", "H", "H", "H", "H", "C", "O", "H", "H", "H", "H", "C", "O", "H", "H", "H", "H"], "coordinates": [[2.457, 0.106, -1.388], [1.322, 0.177, -1.225], [-0.108, 0.192, -0.987], [-0.935, 0.765, -2.559], [-0.944, -0.380, -3.617], [-0.396, 1.018, 0.291], [0.629, 0.902, 1.177], [-0.647, 2.909, -0.069], [-1.615, 0.521, 0.935], [-2.577, 0.161, 1.450], [-0.473, -0.823, -0.840], [-0.187, 1.881, -2.953], [-2.189, 1.273, -2.188], [-1.892, -0.592, -3.910], [-3.872, -0.038, -6.907], [-3.218, -0.545, -5.748], [-3.395, 0.906, -7.158], [-3.766, -0.721, -7.753], [-4.934, 0.141, -6.722], [-3.634, -1.384, -5.526], [1.449, 5.954, 2.396], [1.893, 5.214, 1.265], [1.730, 6.991, 2.232], [0.362, 5.900, 2.512], [1.923, 5.603, 3.316], [1.652, 4.294, 1.402], [0.617, -4.151, -3.677], [-0.427, -3.390, -3.090], [0.472, -5.188, -3.382], [0.590, -4.091, -4.769], [1.601, -3.823, -3.329], [-0.308, -2.464, -3.349], [4.513, -0.187, 1.419], [4.995, -1.265, 0.620], [5.197, -0.067, 2.255], [4.490, 0.739, 0.836], [3.519, -0.401, 1.809], [4.390, -1.363, -0.122], [-4.500, -1.125, 4.532], [-3.353, -1.006, 5.366], [-5.329, -1.440, 5.161], [-4.752, -0.168, 4.068], [-4.346, -1.872, 3.750], [-2.619, -0.725, 4.813], [3.004, -1.415, 5.236], [2.577, -1.011, 3.939], [3.933, -0.891, 5.443], [2.271, -1.148, 6.002], [3.191, -2.491, 5.277], [1.756, -1.470, 3.742]], "homo_lumo_gap_ha": 0.333, "smiles": "N#C[C@H]([PH2]=N)[C@@](F)(Br)C#N.CO.CO.CO.CO.CO.CO", "charge": 0, "e_lumo_ev": -0.633, "e_tot_ev": -109622.783}